No. 1
ORCA calculation (ωB97M-V with the def2-TZVPD basis set) on the molecule C3H7NO2.

**SMILES**: CCNC(=O)O
**Highest occupied orbital energy**: -10.0709 eV
**Relative energy (zero: lowest compared OMol25 entry of this formula, charge and spin)**: 77.1 kJ/mol
**LUMO level**: 0.0220 hartree
**Molecular weight**: 89.09 g/mol
**Multiplicity**: 1
**Charge**: 0

Element x y z (Å)
C (-1.0371, -0.1719, 1.0699)
C (-0.5864, -0.9166, -0.1935)
N (0.2958, -0.1747, -1.0872)
C (1.4711, 0.3167, -0.5416)
O (2.2705, -0.3538, 0.0619)
O (1.7004, 1.6495, -0.8295)
H (-2.0315, 0.2494, 0.9551)
H (-0.3702, 0.6428, 1.3451)
H (-1.0439, -0.8594, 1.9098)
H (-0.1049, -1.8471, 0.0866)
H (-1.4612, -1.2005, -0.7707)
H (-0.1682, 0.4976, -1.6759)
H (1.0656, 2.1680, -0.3301)

Cartesian forces (eV/Å) of the 3 atoms listed first:
C 0.054 -0.039 -0.079
C -0.106 -0.380 0.015
N 0.027 0.606 0.392

Here are the natural (NBO) charges for atoms 1 to 2, given in e:
1. C -0.63
2. C -0.22


No. 2
ORCA calculation (ωB97M-V with the def2-TZVPD basis set) on C3H7NO2 as an isolated structure.

**Highest occupied orbital energy**: -8.1356 eV
**Relative energy (zero: lowest compared OMol25 entry of this formula, charge and spin)**: 391.1 kJ/mol
**LUMO level**: 0.0293 hartree
**Molecular weight**: 89.09 g/mol
**Multiplicity**: 1
**Charge**: 0

Element x y z (Å)
C (-0.1041, -1.8793, -1.0849)
O (-0.5608, -0.6465, -0.5082)
C (0.2080, -0.0988, 0.4008)
O (1.2709, -0.6820, 0.8450)
C (0.1224, 1.2212, 0.9301)
N (-0.5647, 2.3047, 0.3006)
H (-0.6792, -2.0106, -2.0014)
H (-0.2962, -2.7035, -0.3947)
H (0.9660, -1.8215, -1.2955)
H (1.4570, 0.4997, 1.1590)
H (0.0044, 1.1979, 2.0176)
H (-0.2510, 2.4404, -0.6526)
H (-1.5728, 2.1784, 0.2843)

Cartesian forces (eV/Å) of the 3 atoms listed first:
C 0.060 -0.218 -0.103
O 0.082 0.176 0.175
C -0.022 0.148 -0.001

Here are the natural (NBO) charges for atoms 1 to 2, given in e:
1. C -0.26
2. O -0.46


No. 3
ORCA calculation (ωB97M-V with the def2-TZVPD basis set) on the molecule C3H7NO2 in a non-equilibrium geometry.

**SMILES**: NCCOC=O
**Highest occupied orbital energy**: -9.6503 eV
**Relative energy (zero: lowest compared OMol25 entry of this formula, charge and spin)**: 201.5 kJ/mol
**LUMO level**: 0.0335 hartree
**Molecular weight**: 89.09 g/mol
**Multiplicity**: 1
**Charge**: 0

Element x y z (Å)
N (1.6427, 0.1260, -0.6606)
C (1.0512, 0.4664, 0.5891)
C (-0.3022, -0.0656, 0.9201)
O (-1.2904, 0.4044, 0.0530)
C (-1.7695, -0.3970, -0.8795)
O (-1.3552, -1.5028, -1.1066)
H (1.2312, 0.4826, -1.4651)
H (1.4582, -0.8771, -0.5888)
H (1.7946, 0.2844, 1.3670)
H (1.1685, 1.6107, 0.6254)
H (-0.5330, -1.1702, 0.7702)
H (-0.6414, 0.3848, 1.8416)
H (-2.4547, 0.2536, -1.4660)

Cartesian forces (eV/Å) of the 3 atoms listed first:
N 0.967 -2.905 1.641
C 1.466 3.770 0.440
C -0.921 -1.374 0.303

Here are the natural (NBO) charges for atoms 1 to 2, given in e:
1. N -0.81
2. C -0.27


No. 4
ORCA calculation (ωB97M-V with the def2-TZVPD basis set) on the molecule C3H7NO2.

**SMILES**: N[C@@]1(O)CCO1
**Highest occupied orbital energy**: -9.8239 eV
**Relative energy (zero: lowest compared OMol25 entry of this formula, charge and spin)**: 152.5 kJ/mol
**LUMO level**: 0.0341 hartree
**Molecular weight**: 89.09 g/mol
**Multiplicity**: 1
**Charge**: 0

Element x y z (Å)
N (-1.5663, -0.9212, -0.2720)
C (-0.2797, -0.3537, -0.4186)
O (0.1082, -0.5691, -1.7401)
C (-0.1031, 1.0749, 0.1306)
C (1.1063, 0.4997, 0.8713)
O (0.7654, -0.8398, 0.4660)
H (-1.8657, -0.9097, 0.6956)
H (-1.5731, -1.8736, -0.6214)
H (1.0586, -0.7377, -1.7054)
H (-0.9232, 1.3826, 0.7861)
H (0.0758, 1.8371, -0.6307)
H (2.0831, 0.8086, 0.4775)
H (1.1138, 0.6020, 1.9611)

Cartesian forces (eV/Å) of the 3 atoms listed first:
N 0.064 -0.144 0.121
C -0.251 0.121 0.020
O 0.190 -0.032 0.003

Here are the natural (NBO) charges for atoms 1 to 2, given in e:
1. N -0.83
2. C 0.64


No. 5
ORCA calculation (ωB97M-V with the def2-TZVPD basis set) on the molecule C3H7NO2 in a non-equilibrium geometry.

**Highest occupied orbital energy (alpha / beta)**: -7.8083 / -7.8072 eV
**Relative energy (zero: lowest compared OMol25 entry of this formula, charge and spin)**: 448.4 kJ/mol
**LUMO level (alpha / beta)**: -0.0075 / -0.0075 hartree
**Molecular weight**: 89.09 g/mol
**Multiplicity**: 1
**Charge**: 0

Element x y z (Å)
C (-0.1013, 0.4843, -0.9904)
C (0.6833, 0.1853, 0.1646)
C (0.0279, -1.4951, 0.2136)
N (0.4697, 0.8783, 1.3989)
O (-0.1328, -1.8998, -1.0139)
O (-1.2316, 1.1420, -0.8306)
H (-1.7709, 1.1026, -1.6327)
H (0.1713, 0.1628, -1.9845)
H (1.7350, 0.0394, -0.0673)
H (0.8115, 1.8314, 1.3944)
H (-0.5026, 0.8680, 1.6801)
H (0.7196, -2.0643, 0.8648)
H (-0.8792, -1.2349, 0.8029)

Cartesian forces (eV/Å) of the 3 atoms listed first:
C 0.134 0.533 1.169
C -0.079 1.045 -0.839
C -0.542 -0.812 -1.246

Here are the natural (NBO) charges for atoms 1 to 2, given in e:
1. C 0.44
2. C -0.24


No. 6
ORCA calculation (ωB97M-V with the def2-TZVPD basis set) on an isolated ion of composition C3H7NO2P and charge +1 in a non-equilibrium geometry.

**SMILES**: O=[N+]1CCOPC1
**Highest occupied orbital energy (alpha / beta)**: -14.2674 / -14.2681 eV
**Relative energy (zero: lowest compared OMol25 entry of this formula, charge and spin)**: 374.3 kJ/mol
**LUMO level (alpha / beta)**: -0.2480 / -0.2480 hartree
**Molecular weight**: 120.07 g/mol
**Multiplicity**: 1
**Charge**: +1

Element x y z (Å)
O (-2.0546, 0.7578, 0.6271)
N (-0.9210, 0.8786, 0.4267)
C (-0.2694, 0.9122, -0.8753)
C (0.0930, -0.5630, -1.3494)
O (1.0255, -1.1434, -0.4681)
P (0.5205, -1.5718, 1.0832)
C (0.1042, 0.3742, 1.4827)
H (0.5040, 1.6686, -0.9699)
H (-1.0705, 1.0751, -1.5956)
H (-0.7412, -1.3563, -1.2438)
H (0.4873, -0.4510, -2.4054)
H (1.8412, -1.8163, 1.4826)
H (0.9797, 1.0295, 1.4378)
H (-0.4987, 0.2061, 2.3673)

Cartesian forces (eV/Å) of the 3 atoms listed first:
O -2.305 0.420 -0.154
N 5.300 -2.994 1.606
C -2.158 -0.401 -2.071

Here are the natural (NBO) charges for atoms 1 to 2, given in e:
1. O -0.12
2. N 0.35